Formula: C6H18BeClNbP
Source: the Open Molecules 2025 dataset
Level of theory: wB97M-V/def2-TZVPD

highest occupied orbital energy	-0.4113	Ha
E_tot	-30254.249	eV
total charge	+1
strongest force on any atom	4.69	eV/A
frontier orbital gap	3.16	eV

Geometry as XYZ:
```
28
Properties=species:S:1:pos:R:3:mulliken_charge:R:1
C 3.329 1.396 -1.410 -0.794
C 3.441 0.206 -0.281 -0.583
P 1.806 -0.825 -0.307 0.356
C 1.918 -2.051 1.161 -0.834
Nb -0.147 0.827 -0.024 -0.620
C -1.681 -0.764 -0.523 -0.595
C -3.248 -0.338 -0.441 -0.569
C -3.695 0.641 0.774 -0.502
Cl -4.218 2.269 -0.019 -0.158
H 2.859 0.999 -2.413 0.272
H 4.420 1.811 -1.620 0.303
H 2.702 2.275 -0.923 0.209
H 3.491 0.740 0.779 0.328
H 4.405 -0.453 -0.492 0.378
H 3.008 -1.967 1.638 0.345
H 1.826 -3.175 0.784 0.345
H 1.124 -1.840 2.001 0.253
H -0.291 0.309 1.740 0.086
H 1.104 2.047 0.567 0.174
H 0.105 1.332 -1.744 0.152
H -1.397 2.140 0.235 0.193
H -1.477 -1.092 -1.653 0.419
H -1.507 -1.741 0.127 0.258
H -3.871 -1.351 -0.344 0.225
H -3.559 0.130 -1.482 0.414
H -4.702 0.219 1.257 0.334
H -2.940 0.770 1.654 0.335
Be -2.802 -2.513 0.958 0.276
```

---

Formula: C6H18ClMnO6
Source: the Open Molecules 2025 dataset
Level of theory: wB97M-V/def2-TZVPD

highest occupied orbital energy (alpha / beta)	-0.4483 / -0.4483	Ha
E_tot	-62632.216	eV
total charge	+1
strongest force on any atom	2.71	eV/A
ΔE to the lowest compared entry with this formula, charge and spin	0.000	eV
spin multiplicity	6
frontier orbital gap (alpha / beta)	5.06 / 4.94	eV

Geometry as XYZ:
```
32
Properties=species:S:1:pos:R:3:mulliken_charge:R:1
Mn -6.187 2.962 15.045 1.090
Cl -4.924 2.342 17.025 -0.363
C -1.067 5.869 17.863 -0.630
C -1.882 4.610 17.625 -0.053
O -2.831 4.391 18.669 -0.423
O 0.052 5.665 18.704 -0.518
H -1.700 6.672 18.251 0.310
H -0.725 6.266 16.906 0.331
H -1.226 3.742 17.525 0.277
H -2.442 4.765 16.693 0.219
H -3.520 3.828 18.305 0.180
H -0.260 5.693 19.614 0.318
C -6.630 -0.310 14.420 -0.325
C -5.583 -1.125 15.191 -0.380
O -4.765 -1.858 14.287 -0.497
O -6.122 1.032 14.102 -0.391
H -7.501 -0.157 15.064 0.293
H -7.034 -0.802 13.538 0.261
H -6.108 -1.787 15.882 0.339
H -4.995 -0.509 15.878 0.315
H -4.164 -1.250 13.845 0.333
H -5.361 0.877 13.520 0.323
C -7.375 0.033 18.670 0.388
C -8.189 -0.882 19.554 -0.804
O -8.235 -0.462 20.923 -0.490
O -5.988 -0.130 18.895 -0.440
H -7.712 1.073 18.747 0.278
H -7.570 -0.197 17.609 -0.091
H -7.836 -1.911 19.476 0.304
H -9.231 -0.888 19.219 0.386
H -9.082 -0.021 21.013 0.313
H -5.486 0.521 18.394 0.144
```